# CClFO3P

The ion CClFO3P with charge -1 in a non-equilibrium geometry (wB97M-V/def2-TZVPD, OMol25).

```
7
Properties=species:S:1:pos:R:3:forces:R:3
C 0.605 -0.163 0.848 -0.5 -1.9 -2.0
O 0.768 0.953 -1.659 0.2 0.1 -0.1
O -1.326 1.408 -0.206 -0.1 0.1 0.2
O -0.736 -0.991 -0.913 0.7 0.7 0.9
F 1.492 -1.113 0.673 0.4 0.6 0.7
P -0.320 0.477 -0.773 -0.4 0.7 -1.5
Cl -0.484 -0.571 2.030 -0.3 -0.2 1.8
```
Forces are in eV/Å.

Computed properties:
E_HOMO (spin up / spin down), eV: -4.617 / -4.618
LUMO (spin up / spin down), hartree: 0.087 / 0.087
Charge: -1
DFT total energy, eV: -31709.593
Energy relative to the best compared isomer or geometry (same formula, charge and spin), eV: 2.718